Record 1
# C7H13N

C7H13N in the gas phase at a distorted geometry (ωB97M-V/def2-TZVPD, the OMol25 dataset).

Geometry as ORCA input:
```
! RIJCOSX wB97M-V def2-TZVPD def2/J DEFGRID3
* xyz 0 1
C -0.83 -2.07 -2.07
C -1.29 -0.83 -2.01
C -0.36 0.35 -1.57
N -0.29 1.54 -2.34
C -0.01 0.14 -0.25
C 0.62 1.12 0.70
C 0.46 0.80 2.15
C 0.84 -0.68 2.63
H -1.61 -2.81 -2.41
H 0.01 -2.55 -1.66
H -2.32 -0.67 -2.34
H -0.13 1.25 -3.38
H 0.62 2.00 -2.15
H -0.56 -0.64 0.24
H 0.18 2.12 0.61
H 1.73 1.26 0.44
H 0.97 1.66 2.70
H -0.55 0.98 2.60
H 1.19 -0.71 3.60
H 1.50 -1.14 1.94
H -0.17 -1.12 2.56
*
```

The LUMO energy comes out at 0.994 eV. As for the orbital gap: 9.129 eV. For the HOMO energy, the calculation gives -8.1358 eV. Its SMILES is C=C/C(N)=C/CCC.


Record 2
# C7H13N

A molecular structure, C7H13N at a distorted geometry (ωB97M-V/def2-TZVPD, the OMol25 dataset).

Geometry as ORCA input:
```
! RIJCOSX wB97M-V def2-TZVPD def2/J DEFGRID3
* xyz 0 1
C -0.70 0.05 -0.35
C 1.43 -2.06 0.50
C -0.34 -0.13 -1.80
C -1.22 2.44 -0.29
C -0.06 0.98 0.44
C 0.02 -1.55 0.65
C 0.95 1.40 1.17
N -0.89 -2.13 1.32
H -1.75 -0.13 -0.10
H -0.61 -3.06 1.67
H 2.11 -1.50 1.14
H 1.77 -1.95 -0.53
H 1.50 -3.13 0.76
H -0.43 -1.19 -2.08
H 0.69 0.18 -2.00
H -1.01 0.44 -2.44
H -2.03 2.18 -0.96
H -0.52 3.11 -0.78
H -1.62 2.85 0.64
H 1.65 0.72 1.63
H 1.04 2.46 1.42
*
```

The LUMO energy comes out at 0.948 eV. As for the orbital gap: 8.542 eV. For the HOMO energy, the calculation gives -7.5937 eV.


Record 3
# C7H13N

2 unconnected molecules or ions with the total composition C7H13N at a distorted geometry (ωB97M-V/def2-TZVPD, the OMol25 dataset).

Geometry as ORCA input:
```
! RIJCOSX wB97M-V def2-TZVPD def2/J DEFGRID3
* xyz 0 1
C 2.61 0.10 1.01
N 1.88 -0.13 0.01
C 0.45 -0.91 0.32
C 0.11 -1.32 1.55
C 0.11 -1.76 -0.88
H 2.32 -0.19 2.04
H 3.56 0.64 0.89
H 0.28 -0.74 2.45
H -0.47 -2.23 1.69
H -0.95 -1.67 -1.14
H 0.71 -1.49 -1.75
H 0.31 -2.81 -0.67
C -2.16 1.24 0.43
C -0.98 1.23 -0.19
C -0.69 1.61 -1.60
H -2.24 0.94 1.47
H -3.05 1.55 -0.10
H 0.00 0.82 0.33
H -1.16 2.57 -1.84
H 0.39 1.71 -1.73
H -1.03 0.83 -2.29
*
```

The LUMO energy comes out at 0.439 eV. As for the orbital gap: 9.181 eV. For the HOMO energy, the calculation gives -8.7425 eV. Its SMILES is C=NC(=C)C.C=CC.


Record 4
# C7H13N

C7H13N in the gas phase at a distorted geometry (ωB97M-V/def2-TZVPD, the OMol25 dataset).

Geometry as ORCA input:
```
! RIJCOSX wB97M-V def2-TZVPD def2/J DEFGRID3
* xyz 0 1
C 1.57 -1.21 -2.14
C 0.49 -0.49 -1.94
C 0.28 0.34 -0.72
N 0.70 1.67 -0.90
C -0.30 -0.15 0.39
C -0.97 -1.51 0.36
C -0.09 0.48 1.76
C -1.41 0.78 2.49
H 2.18 -1.43 -1.27
H 1.78 -1.72 -3.06
H -0.17 -0.20 -2.76
H 0.95 2.15 -0.05
H 1.47 1.73 -1.57
H -0.41 -2.19 -0.29
H -1.95 -1.44 -0.11
H -0.93 -2.03 1.32
H 0.36 1.46 1.61
H 0.58 -0.18 2.30
H -1.21 1.26 3.46
H -1.91 1.52 1.87
H -2.12 -0.03 2.65
*
```

The LUMO energy comes out at 1.028 eV. As for the orbital gap: 8.728 eV. For the HOMO energy, the calculation gives -7.7003 eV. Its SMILES is C=C/C(N)=C(\C)CC.


Record 5
# C7H13N

C7H13N in the gas phase at a distorted geometry (ωB97M-V/def2-TZVPD, the OMol25 dataset).

Geometry as ORCA input:
```
! RIJCOSX wB97M-V def2-TZVPD def2/J DEFGRID3
* xyz 0 1
C 0.39 2.69 1.07
C 0.34 1.39 1.38
C -0.41 0.38 0.58
C -1.40 -0.34 1.13
N -2.06 -0.11 2.30
C 0.11 0.06 -0.78
C 0.76 -1.35 -1.01
C 1.01 -1.69 -2.48
H 0.02 3.21 0.19
H 1.07 3.33 1.62
H 1.00 1.09 2.20
H -1.72 -1.18 0.52
H -2.72 -0.79 2.64
H -1.96 0.75 2.76
H -0.54 0.36 -1.61
H 1.00 0.68 -0.95
H 1.75 -1.21 -0.57
H 0.24 -2.10 -0.41
H 2.07 -1.59 -2.70
H 0.62 -2.65 -2.80
H 0.44 -0.95 -3.07
*
```

The LUMO energy comes out at 1.098 eV. As for the orbital gap: 8.699 eV. For the HOMO energy, the calculation gives -7.6008 eV. Its SMILES is C=C/C(=C\N)CCC.


Record 6
# C7H13N

A molecular structure, C7H13N at a distorted geometry (ωB97M-V/def2-TZVPD, the OMol25 dataset).

Geometry as ORCA input:
```
! RIJCOSX wB97M-V def2-TZVPD def2/J DEFGRID3
* xyz 1 2
C 1.36 -1.74 0.56
C -0.11 -1.58 0.22
C -0.50 -0.12 0.08
C -0.99 0.26 -1.23
C -1.92 1.37 -1.36
C -0.32 2.21 1.19
C -0.24 0.83 1.07
N 2.35 -1.08 -0.29
H 1.68 -2.78 0.63
H 1.45 -1.37 1.59
H -0.79 -2.02 0.95
H -0.46 -2.01 -0.72
H -0.66 -0.25 -2.12
H -2.08 1.86 -2.32
H -0.72 1.58 -1.26
H -2.74 1.45 -0.67
H -0.89 2.81 0.50
H 0.14 2.71 2.03
H 0.18 0.43 1.99
H 2.24 -1.34 -1.27
H 2.11 -0.10 -0.30
*
```

The LUMO energy (alpha / beta) comes out at -5.285 / -6.659 eV. As for the orbital gap (alpha / beta): 7.840 / 6.616 eV. For the HOMO energy (alpha / beta), the calculation gives -13.1251 / -13.2749 eV.


Record 7
# C7H13N2O

A gas-phase ion, C7H13N2O (charge +1) at a distorted geometry (ωB97M-V/def2-TZVPD, the OMol25 dataset).

Geometry as ORCA input:
```
! RIJCOSX wB97M-V def2-TZVPD def2/J DEFGRID3
* xyz 1 1
C 0.61 1.59 -1.16
N 1.01 0.28 -0.46
C 1.88 0.59 0.67
C 1.53 -0.45 1.70
C 0.32 -0.89 1.36
C -0.16 -0.46 0.03
C -0.46 -1.59 -0.94
C -1.66 0.44 0.35
N -2.82 -0.14 -0.05
O -1.61 1.52 0.87
H -0.09 2.16 -0.47
H 1.37 2.37 -1.34
H 0.23 1.27 -2.18
H 1.56 -0.31 -1.13
H 1.69 1.55 1.06
H 2.91 0.67 0.55
H 1.99 -0.67 2.63
H -0.19 -1.56 1.93
H 0.47 -2.15 -1.11
H -0.87 -1.30 -1.87
H -1.13 -2.20 -0.46
H -3.01 -1.09 -0.27
H -3.56 0.38 0.33
*
```

The LUMO energy comes out at -2.944 eV. As for the orbital gap: 10.517 eV. For the HOMO energy, the calculation gives -13.4613 eV. Its SMILES is C[N@H+]1CC=C[C@@]1(C)C(N)=O.


Record 8
# C7H13N2O4

2 unconnected molecules or ions with the total composition C7H13N2O4 at a distorted geometry (ωB97M-V/def2-TZVPD, the OMol25 dataset).

Geometry as ORCA input:
```
! RIJCOSX wB97M-V def2-TZVPD def2/J DEFGRID3
* xyz -1 1
C 0.01 -0.41 -3.32
C 0.59 0.14 2.60
C 1.44 -1.88 1.40
C 0.19 1.61 -1.61
C -0.51 -0.49 0.55
C 0.87 -0.51 1.28
C -0.10 0.24 -1.81
N -0.32 -0.68 -0.95
N -2.59 1.35 -0.42
O -0.25 -1.59 -3.27
O -2.31 2.61 -0.30
O 0.53 0.28 -4.16
O -3.49 0.92 0.37
H 0.68 1.16 2.36
H -0.38 0.01 2.93
H 1.39 0.00 3.28
H 1.12 -2.50 0.62
H 1.20 -2.34 2.31
H 2.54 -1.77 1.46
H 0.48 1.90 -0.51
H -0.81 2.21 -1.69
H 0.86 2.07 -2.36
H -1.06 -1.29 1.09
H -1.06 0.47 0.84
H 1.45 0.09 0.76
H -0.48 -1.60 -1.45
*
```

The LUMO energy comes out at 3.041 eV. As for the orbital gap: 7.438 eV. For the HOMO energy, the calculation gives -4.3966 eV.


Record 9
# C7H13N2OS

A gas-phase ion, C7H13N2OS (charge +1) at a distorted geometry (ωB97M-V/def2-TZVPD, the OMol25 dataset).

Geometry as ORCA input:
```
! RIJCOSX wB97M-V def2-TZVPD def2/J DEFGRID3
* xyz 1 1
C -1.49 1.22 0.29
C 0.53 -1.52 -1.17
C 0.88 0.86 -0.27
C 0.79 -0.59 -0.02
C 0.39 -2.91 -0.70
C -0.73 1.45 -2.00
C 0.90 0.31 2.62
N -0.47 1.38 -0.57
N -1.46 0.56 1.38
O 0.58 -1.07 -2.30
S 0.14 -0.93 1.50
H -2.49 1.73 -0.10
H 1.23 1.63 0.48
H 1.51 1.05 -1.00
H -0.10 -3.05 0.18
H 1.36 -3.26 -0.31
H -0.04 -3.39 -1.52
H -0.18 2.21 -2.47
H -0.64 0.43 -2.59
H -1.67 1.84 -2.03
H 1.28 -0.35 3.35
H 0.18 0.97 3.13
H 1.69 0.96 2.06
H -2.16 0.47 2.06
*
```

The LUMO energy comes out at -5.247 eV. As for the orbital gap: 7.958 eV. For the HOMO energy, the calculation gives -13.2050 eV.


Record 10
# C7H13N2S

A gas-phase ion, C7H13N2S (charge +1) at a distorted geometry (ωB97M-V/def2-TZVPD, the OMol25 dataset).

Geometry as ORCA input:
```
! RIJCOSX wB97M-V def2-TZVPD def2/J DEFGRID3
* xyz 1 1
C 1.19 1.67 -0.51
C 2.05 0.83 0.25
C -0.09 1.32 -0.90
C -1.71 -0.45 -0.78
C -2.07 -1.63 -1.71
C 2.79 -1.35 1.05
C -2.17 1.31 1.36
N -0.59 0.09 -0.89
N 1.89 -0.44 0.30
S -2.83 -0.22 0.52
H 1.54 2.67 -0.47
H 2.99 1.19 0.71
H -0.49 2.07 -1.56
H -1.67 -1.40 -2.83
H -3.24 -1.73 -1.73
H -1.60 -2.58 -1.37
H 3.78 -0.92 1.42
H 2.19 -1.77 1.89
H 3.08 -2.22 0.57
H -1.11 1.49 1.25
H -2.48 0.89 2.39
H -2.72 2.20 1.17
H 1.26 -1.02 -0.16
*
```

The LUMO energy comes out at -4.090 eV. As for the orbital gap: 8.382 eV. For the HOMO energy, the calculation gives -12.4725 eV.


Record 11
# C7H13N3

C7H13N3 in the gas phase at a distorted geometry (ωB97M-V/def2-TZVPD, the OMol25 dataset).

Geometry as ORCA input:
```
! RIJCOSX wB97M-V def2-TZVPD def2/J DEFGRID3
* xyz 0 1
H -4.03 -1.52 -0.83
N -3.34 -1.57 -0.12
C -2.49 -0.60 -0.39
C -1.24 -0.32 0.51
C -1.14 1.26 0.52
C -0.02 1.79 -0.52
C 1.34 1.10 -0.04
C 1.21 -0.45 0.41
C 2.36 -1.33 0.04
N 3.49 -0.89 -0.26
H 4.14 -1.72 -0.43
N -0.02 -0.94 -0.03
H -2.72 0.03 -1.34
H -1.55 -0.71 1.49
H -0.97 1.72 1.65
H -2.11 1.68 0.41
H -0.19 1.36 -1.58
H 0.30 2.90 -0.81
H 2.15 1.34 -0.89
H 1.61 1.80 0.82
H 1.24 -0.51 1.53
H 2.18 -2.48 0.01
H -0.19 -1.94 -0.15
*
```

The LUMO energy comes out at 1.005 eV. As for the orbital gap: 9.779 eV. For the HOMO energy, the calculation gives -8.7733 eV. Its SMILES is [H]/N=C/[C@@H]1CCC[C@H](/C=N/[H])N1.


Record 12
# C7H13N3O

2 unconnected molecules or ions with the total composition C7H13N3O at a distorted geometry (ωB97M-V/def2-TZVPD, the OMol25 dataset).

Geometry as ORCA input:
```
! RIJCOSX wB97M-V def2-TZVPD def2/J DEFGRID3
* xyz 0 1
C -1.44 -1.39 -0.86
C -1.74 -0.01 -0.38
C -2.94 0.21 0.52
O -3.49 -1.04 0.87
N -0.98 0.95 -0.73
N -1.29 2.22 -0.23
H -1.31 -2.06 -0.02
H -0.55 -1.35 -1.48
H -2.26 -1.79 -1.45
H -3.68 0.84 -0.01
H -2.59 0.78 1.40
H -4.21 -0.88 1.50
H -0.73 2.89 -0.75
H -2.27 2.44 -0.34
C 3.52 1.41 0.23
C 3.09 0.26 0.74
C 3.10 -1.04 -0.03
C 1.76 -1.66 -0.07
N 0.71 -2.15 -0.08
H 3.87 1.48 -0.79
H 3.51 2.32 0.81
H 2.73 0.21 1.76
H 3.78 -1.76 0.44
H 3.42 -0.88 -1.06
*
```

The LUMO energy comes out at 0.876 eV. As for the orbital gap: 9.258 eV. For the HOMO energy, the calculation gives -8.3812 eV. Its SMILES is C/C(CO)=N/N.C=CCC#N.